The following is a quantum chemistry calculation of a 3-piece molecular cluster, C39H55BrN3O9 overall at a distorted geometry, from the Open Molecules 2025 dataset.

For the largest force on an atom, the calculation gives 5.4 eV Å⁻¹. The value obtained for the orbital gap is 7.1 eV.

ORCA input file:
```
! wB97M-V def2-TZVPD RIJCOSX def2/J DEFGRID3
* xyz 1 1
C -4.122 1.176 3.843
C -2.680 1.653 4.432
C -1.694 2.259 3.307
C -2.376 2.384 1.848
C -1.312 3.095 0.873
C -1.816 2.893 -0.645
C -0.646 2.221 -1.512
C -0.552 0.600 -1.321
C 0.029 0.023 -2.709
C 1.176 -1.088 -2.526
C 2.519 -0.573 -1.895
C 2.743 0.947 -1.422
O 3.225 1.812 -2.181
O 2.390 1.221 -0.048
O 2.357 0.000 0.565
C 1.826 0.091 1.916
C 1.096 -1.328 2.223
C -0.490 -1.306 1.943
C 3.639 -1.633 -1.712
C 5.025 -1.134 -1.077
O 5.785 -0.558 -2.185
C 7.146 -0.331 -1.818
C 8.306 -1.454 -1.923
O 7.526 0.808 -1.422
C 3.357 -3.102 -2.150
Br 4.865 -4.374 -1.813
N 2.093 -3.534 -2.749
C 1.976 -4.962 -3.149
C 1.828 -6.000 -1.914
C 0.528 -6.937 -2.235
C 1.530 -5.309 -0.493
C 0.991 -2.599 -2.943
C -0.436 -2.972 -3.536
C -1.617 -2.816 -2.410
H -4.022 0.472 2.950
H -4.816 2.057 3.630
H -4.609 0.561 4.690
H -2.911 2.512 5.167
H -2.139 0.772 4.928
H -0.727 1.651 3.199
H -1.375 3.324 3.625
H -3.323 3.041 1.900
H -2.623 1.362 1.384
H -0.295 2.554 0.969
H -1.176 4.185 1.184
H -2.814 2.325 -0.725
H -1.983 3.950 -1.090
H -0.899 2.406 -2.629
H 0.349 2.736 -1.283
H -1.654 0.257 -1.255
H 0.043 0.312 -0.392
H -0.860 -0.325 -3.331
H 0.510 0.903 -3.266
H 1.135 0.989 2.088
H 2.737 0.124 2.629
H 1.550 -2.065 1.452
H 1.368 -1.752 3.252
H -0.942 -0.266 2.086
H -0.788 -1.713 0.913
H -0.970 -2.015 2.722
H 4.871 -0.273 -0.322
H 5.582 -1.962 -0.517
H 9.353 -0.986 -1.858
H 8.167 -2.243 -1.106
H 8.239 -1.933 -2.965
H 1.137 -5.198 -3.880
H 2.952 -5.264 -3.695
H 2.723 -6.711 -1.809
H 0.617 -7.941 -1.696
H 0.421 -7.153 -3.357
H -0.443 -6.451 -1.834
H 1.001 -6.090 0.172
H 0.971 -4.316 -0.554
H 2.555 -5.137 0.016
H -0.499 -3.960 -4.094
H -0.681 -2.154 -4.319
H -2.142 -3.809 -2.220
H -2.371 -2.019 -2.777
H -1.117 -2.374 -1.472
C 1.508 4.480 -7.100
C 1.529 3.545 -6.069
C 0.388 2.805 -5.777
C -0.769 3.007 -6.528
C -0.798 3.947 -7.556
C 0.347 4.685 -7.839
N -1.967 2.213 -6.241
O -1.914 1.408 -5.317
O -2.950 2.395 -6.940
H 2.403 5.051 -7.329
H 2.436 3.390 -5.495
H 0.417 2.081 -4.972
H -1.696 4.114 -8.142
H 0.336 5.417 -8.640
C -4.316 3.180 10.448
C -5.374 3.449 9.584
C -5.540 2.691 8.430
C -4.642 1.661 8.153
C -3.576 1.392 9.010
C -3.416 2.158 10.161
N -4.827 0.844 6.952
O -5.763 1.121 6.212
O -4.039 -0.072 6.758
H -4.193 3.771 11.351
H -6.071 4.248 9.812
H -6.368 2.910 7.765
H -2.870 0.596 8.800
H -2.592 1.955 10.837
*
```